Molecular formula: C6H15N5
Method: DFT, ωB97M-V with the def2-TZVPD basis set

Summary:
2S+1 ... 3
Kohn-Sham gap (spin up / spin down) ... 7.011 / 7.707 eV
Charge ... +2
Lowest unoccupied orbital energy (spin up / spin down) ... -0.3051 / -0.3701 hartree

XYZ file:
```
26
Properties=species:S:1:pos:R:3:lowdin_spin:R:1
C -1.7146 0.2818 -0.9865 0.764
C -0.7582 1.1262 -1.2116 0.090
C 0.2935 1.4855 -0.2477 0.069
C 0.9971 -2.1801 1.8877 0.022
C 0.9019 -1.4260 -0.4778 0.005
C 0.0770 -1.5798 0.8399 0.036
N 0.1511 0.8871 0.9002 0.092
N 1.1222 2.4798 -0.3487 0.038
N -1.0614 -0.2592 2.3295 0.275
N -0.3734 -0.2560 1.2609 0.425
N -0.7446 1.8427 -2.6971 0.079
H -2.4965 -0.0952 -1.6145 0.046
H 0.5891 -2.1150 2.9501 0.002
H 1.1125 -3.3143 1.7235 0.001
H 1.9089 -1.6689 1.8890 0.001
H 0.9630 -0.4616 -0.8362 0.001
H 0.4910 -2.0500 -1.2626 0.000
H 1.8502 -1.8922 -0.3032 0.000
H -0.8725 -2.2860 0.8304 0.016
H 1.0395 3.3371 -0.8729 0.003
H 1.9070 2.5811 0.2391 0.004
H -1.1913 0.6909 2.7002 0.010
H -1.7147 -0.9764 2.4756 0.016
H -1.1076 1.0417 -3.2692 0.001
H 0.1700 2.1933 -2.9936 0.005
H -1.5393 2.6135 -2.9045 -0.001
```

Molecular formula: C12H27HgN3O2V
Method: DFT, ωB97M-V with the def2-TZVPD basis set

Summary:
2S+1 ... 2
Kohn-Sham gap (spin up / spin down) ... 7.204 / 6.522 eV
Charge ... +2
Lowest unoccupied orbital energy (spin up / spin down) ... -0.3255 / -0.3488 hartree

XYZ file:
```
46
Properties=species:S:1:pos:R:3:lowdin_spin:R:1
N -1.6611 -0.7415 1.1614 0.037
C -2.8016 -1.3645 1.2676 -0.012
O -3.2396 -2.4294 1.6818 -0.018
Hg -4.4112 0.1551 2.5132 0.019
V -0.2001 -0.0199 1.0524 -0.623
N -0.1872 1.7930 0.3830 0.612
N 0.9718 -1.0311 -0.0165 0.496
C -0.6202 2.2533 -0.9910 0.040
C 0.6831 -2.2098 -0.7763 0.050
C -0.7406 3.8077 -1.1534 0.008
C 0.5165 1.7922 -1.9329 0.051
C -1.9119 1.4807 -1.2528 0.007
C 0.2985 -3.2678 0.2530 0.049
C 1.7737 -2.6975 -1.7292 0.008
C -0.5673 -1.9098 -1.5664 0.012
H -1.4559 4.1996 -0.3904 0.001
H -1.1369 3.8482 -2.1979 0.000
H 0.3053 4.2462 -1.1151 0.000
H 1.3908 2.4637 -1.7842 0.002
H 0.1000 1.9682 -2.9307 0.006
H 0.8321 0.7258 -1.7902 0.002
H -1.7802 0.3803 -1.2261 0.000
H -2.2240 1.8287 -2.2375 0.000
H -2.6560 1.7821 -0.5017 0.000
H 1.1911 -3.4889 0.8447 0.000
H 0.0062 -4.1734 -0.2815 0.007
H -0.5157 -2.9363 0.9244 0.000
H 2.6043 -3.0711 -1.1326 0.000
H 2.0640 -1.8835 -2.4079 0.001
H 1.3079 -3.5292 -2.2741 0.000
H -0.8616 -2.7924 -2.1312 0.001
H -0.4139 -1.1342 -2.3223 0.000
H -1.4528 -1.6331 -0.9797 0.000
C 0.7988 2.7327 0.9991 0.058
H 1.0943 2.4027 2.0225 0.000
H 1.6972 2.7532 0.2981 0.029
H 0.3481 3.7390 1.0267 0.014
C 2.3637 -0.8772 0.3260 0.058
H 2.5679 -0.1821 1.1433 0.001
H 2.8251 -1.8243 0.6240 0.016
H 2.9757 -0.5387 -0.5151 0.026
C -0.0029 -0.1390 3.9007 0.002
O 0.4915 0.1551 2.6254 0.037
H 0.7600 -0.7888 4.4170 0.002
H -0.9776 -0.6776 3.7256 0.000
H -0.1495 0.8335 4.4468 0.002
```

Molecular formula: C7H7N5O
Method: DFT, ωB97M-V with the def2-TZVPD basis set

Summary:
SMILES ... C=NN(C#N)/C=C\c1coc(N)n1
Kohn-Sham gap ... 8.985 eV
Lowest unoccupied orbital energy ... 0.0178 hartree

XYZ file:
```
20
Properties=species:S:1:pos:R:3:nbo_charge:R:1
C -1.9603 -1.1786 -0.7234 0.409
C 0.6623 0.4210 -0.5149 0.027
C 0.8588 -0.8708 -0.1194 0.063
C 2.6597 -0.0872 -0.9428 0.660
C -0.5134 1.2837 -0.4498 -0.184
C -1.7311 0.9495 -0.0345 -0.042
C -2.5481 -0.0174 2.5087 -0.112
N -1.9083 -1.6777 -1.7464 -0.332
N 1.8582 0.8864 -1.1215 -0.516
N -2.1964 -0.3307 0.2668 -0.350
N -2.3878 -0.7758 1.5440 -0.196
N 3.9766 -0.2132 -1.3234 -0.807
O 2.1963 -1.1564 -0.3571 -0.417
H -0.2614 2.3155 -0.5965 0.241
H -2.5954 1.7760 -0.0386 0.207
H -2.6410 1.0598 2.5456 0.166
H -2.7440 -0.4685 3.4161 0.184
H 0.2606 -1.5934 0.2689 0.211
H 4.5475 0.5610 -1.6743 0.406
H 4.4672 -0.8833 -0.9075 0.382
```

Asked for E across the records above, the calculation gives -510.51958 -1884.90205 -619.83843 hartree in order.
Asked for M across the records above, the calculation gives 157.2 496.9 177.2 u in order.
Asked for energy relative to the best compared isomer or geometry (same formula, charge and spin) across the records above, the calculation gives 49.8 23.5 80.4 kcal/mol in order.